11
Properties=species:S:1:pos:R:3:forces:R:3:nbo_charge:R:1 method="wB97M-V/def2-TZVPD" homo_lumo_gap_ev=9.44 homo_ev=-8.8 relative_energy_ev=2.572 molar_mass_da=117.5 smiles=Nc1[nH]ncc1Cl energy_ev=-20165.9859 lumo_ev=0.6715
C 0.02765 0.51281 0.05346 0.03 -3.98 -0.28 0.256
C -0.27672 -1.81495 -0.08365 -3.03 5.20 1.03 0.030
C -0.98312 -0.40307 0.07383 -0.28 -2.05 -0.87 -0.198
H 0.88763 2.16948 0.60923 -1.08 -0.45 -2.04 0.381
H -0.61201 2.27064 -0.00950 -0.85 1.04 -0.27 0.382
H 2.05337 0.25866 -0.54620 -3.33 -2.55 2.89 0.386
H -0.73792 -2.70398 0.13107 -1.14 -2.20 -0.27 0.205
N 0.25760 1.83060 -0.21394 1.08 1.57 2.86 -0.779
N 1.16828 -0.27230 0.15708 4.51 1.44 -4.10 -0.402
N 0.96149 -1.65940 -0.13133 2.70 1.92 0.87 -0.242
Cl -2.74623 -0.18848 -0.04005 1.39 0.07 0.19 -0.019

***

16
Properties=species:S:1:pos:R:3:forces:R:3:nbo_charge:R:1 method="wB97M-V/def2-TZVPD" s_squared=0.75 homo_lumo_gap_ev="4.05 / 10.31" homo_ev="-3.1 / -9.7" relative_energy_ev=1.490 molar_mass_da=75.1 spin_multiplicity=2 energy_ev=-6266.1903 lumo_ev="0.9649 / 0.6134"
N 2.26564 -0.96975 0.00340 -0.85 0.07 0.10 -1.443
H 2.58137 0.01126 -0.07563 0.06 0.02 0.04 0.350
H 1.01573 -1.00493 0.07597 1.34 -0.05 -0.26 0.389
H 2.62257 -1.48477 -0.81803 -0.07 -0.06 -0.03 0.334
H 2.68157 -1.38175 0.85666 0.03 0.00 0.01 0.329
C -1.21520 0.82444 -1.26801 0.19 0.07 0.03 -0.671
C -0.79094 0.40776 0.09902 0.12 -0.20 0.34 0.145
C -0.67170 1.19641 1.15993 -0.13 0.04 -0.37 -0.459
N -0.35560 -0.97115 0.18785 -0.70 0.15 -0.16 -0.860
H -2.04105 0.20497 -1.62036 -0.07 0.07 -0.05 0.217
H -0.38527 0.70291 -1.97098 0.01 -0.07 -0.01 0.226
H -1.50122 1.87372 -1.27259 -0.11 -0.03 -0.01 0.232
H -0.31886 0.81780 2.10450 0.04 -0.02 0.16 0.206
H -0.92386 2.24419 1.08445 0.00 0.00 0.04 0.213
H -0.79644 -1.54936 -0.52874 0.14 0.02 0.17 0.393
H -0.54641 -1.37471 1.10136 -0.01 -0.01 -0.01 0.400

***

54
Properties=species:S:1:pos:R:3:forces:R:3:nbo_charge:R:1 method="wB97M-V/def2-TZVPD" homo_lumo_gap_ev=4.25 homo_ev=-2.1 relative_energy_ev=0.271 molar_mass_da=427.3 charge=-1 energy_ev=-65025.1774 lumo_ev=2.1274
C 0.11766 -5.44458 0.82300 0.54 0.53 1.14 -0.233
O 0.76520 -4.86117 1.98869 -0.47 -1.70 -0.64 -0.532
C 0.51008 -3.54188 2.28427 -1.59 0.55 -0.14 0.131
C 1.62002 -2.71780 2.58307 -0.22 0.64 -1.17 -0.250
C 1.54854 -1.38729 2.23849 0.61 -0.84 0.62 -0.162
C 0.32621 -0.78748 1.81777 -0.77 2.66 -1.25 -0.049
C 0.31928 0.55485 1.36127 0.55 -1.20 1.66 -0.440
C -0.83504 1.44706 1.26362 -1.29 0.78 -0.05 -0.003
C -1.22752 2.44275 2.28016 -0.93 -1.44 -0.52 -0.246
C -2.43315 3.11231 1.83489 -0.11 -0.98 0.04 -0.255
C -2.75772 2.62117 0.50820 0.01 -0.77 0.92 -0.249
C -1.76250 1.64314 0.14168 -0.47 -0.73 1.36 -0.250
Fe -0.93425 3.36230 0.57408 -0.20 0.02 -0.12 0.065
C 0.81350 3.63230 -0.31708 -0.05 1.52 -0.01 -0.239
C 0.70810 4.38605 0.92221 -0.01 0.84 -1.22 -0.256
C -0.45578 5.25536 0.81647 0.98 0.19 -0.86 -0.256
C -1.06208 5.03323 -0.48290 1.22 0.32 -0.01 -0.251
C -0.28699 4.02790 -1.17821 0.93 0.94 0.45 -0.250
C -0.85317 -1.60253 1.85597 -0.77 0.46 0.07 -0.426
C -0.77472 -2.96601 2.10608 1.48 -0.75 -0.17 -0.382
H 0.76659 -6.28921 0.56457 -0.36 0.10 -0.11 0.200
H -0.90568 -5.79379 1.05792 0.43 0.13 -0.12 0.168
H 0.07241 -4.75292 -0.05696 0.24 -0.33 0.54 0.130
H 2.53316 -3.17049 2.95197 0.08 -0.03 -0.28 0.208
H 2.44003 -0.76226 2.26308 -0.19 -0.08 0.29 0.198
H 1.28974 1.05096 1.36325 -0.14 -0.09 0.16 0.192
H -0.71205 2.54459 3.23401 -0.19 0.13 -0.37 0.231
H -3.03304 3.80965 2.41914 0.36 0.00 -0.33 0.221
H -3.63091 2.87747 -0.08455 0.33 0.21 0.10 0.221
H -1.74057 1.08720 -0.78671 0.10 0.43 0.20 0.229
H 1.63974 2.98964 -0.59814 -0.41 -0.15 0.18 0.253
H 1.42767 4.37430 1.73758 -0.39 -0.21 -0.13 0.230
H -0.75169 6.00731 1.54483 -0.11 -0.43 -0.12 0.222
H -1.88546 5.60500 -0.90239 -0.01 -0.41 0.24 0.222
H -0.42519 3.71087 -2.20802 -0.15 -0.19 0.41 0.239
H -1.81750 -1.11334 1.68519 0.21 -0.17 0.22 0.216
H -1.66125 -3.60478 2.05631 0.14 0.06 0.00 0.207
C 2.75453 -0.61503 -2.90045 -0.58 -0.47 0.38 -0.389
Li -0.72042 -2.84105 -0.07283 0.43 0.82 -0.28 0.907
C 2.69381 0.29956 -1.81542 -1.57 -0.39 -0.75 -0.251
C 1.35438 0.33091 -1.32948 0.28 0.30 -0.79 -0.338
C 0.59855 -0.66547 -2.01302 1.18 0.71 0.35 -0.132
C 1.49028 -1.30025 -2.97973 1.00 0.66 0.39 -0.016
C 1.05788 -2.45659 -3.63762 -0.22 -0.11 -0.01 -0.215
C -0.18175 -3.00206 -3.31846 0.40 -0.55 -0.26 -0.320
C -1.05680 -2.36783 -2.41404 -0.29 0.42 0.32 -0.392
C -0.70286 -1.14181 -1.84183 -0.37 -0.27 -0.17 -0.282
H 3.59881 -0.77896 -3.55664 0.10 -0.23 0.18 0.187
H 3.52552 0.87431 -1.41404 -0.18 0.06 -0.23 0.191
H 0.92306 1.05305 -0.64654 0.36 -0.54 -0.24 0.227
H 1.72240 -2.94115 -4.35810 -0.27 0.00 0.15 0.191
H -0.50133 -3.93478 -3.77688 0.09 0.06 0.00 0.190
H -2.04572 -2.78403 -2.20311 0.01 0.12 -0.40 0.189
H -1.46200 -0.50873 -1.38459 0.22 -0.59 0.38 0.203

***

91
Properties=species:S:1:pos:R:3:forces:R:3:mulliken_charge:R:1 method="wB97M-V/def2-TZVPD" s_squared=0.77 homo_lumo_gap_ev="5.87 / 5.78" homo_ev="-12.3 / -12.2" relative_energy_ev=3.922 molar_mass_da=995.2 charge=+2 spin_multiplicity=2 energy_ev=-109378.1997 lumo_ev="-6.3791 / -6.4477"
Ir 0.62460 -0.39033 -0.44193 -3.11 -2.74 -1.87 3.230
N 1.06825 -3.32412 -3.78263 -0.50 2.99 -0.64 0.003
C 1.33259 -4.60663 -3.39996 0.69 -2.85 1.39 0.130
C 1.29962 -5.63926 -4.34628 -0.14 0.97 0.51 -0.700
C 1.54520 -6.93878 -3.96839 0.21 -0.53 0.81 -0.669
C 1.82554 -7.24592 -2.63187 -0.12 -0.15 -0.89 -0.677
C 1.86914 -6.24581 -1.68636 -0.22 1.04 0.16 -0.828
C 1.63195 -4.92150 -2.05429 -0.42 -0.27 -1.74 0.950
S 1.74213 -3.63483 -0.87321 1.06 -1.08 1.92 -0.227
N 1.13324 -2.31820 -1.62005 -1.47 3.29 -3.31 -0.096
C 0.90507 -2.23622 -2.96221 1.18 -2.85 3.58 0.541
C 0.49056 -0.99161 -3.49104 -1.04 2.88 -1.08 0.874
C 0.30293 -0.72662 -4.87256 0.41 -0.99 1.37 -1.204
C -0.02030 0.53149 -5.29711 -0.24 1.22 0.45 -0.629
C -0.18334 1.55268 -4.34930 0.02 -0.81 -0.62 -1.196
C -0.05368 1.22769 -3.01636 -0.20 0.45 0.12 -0.091
N 0.26573 0.01530 -2.58620 0.55 -0.94 0.31 -0.169
H 0.89013 -3.18315 -4.76924 0.04 -0.05 0.31 -0.052
H 1.06083 -5.40064 -5.37105 -0.01 0.01 -0.20 0.416
H 1.51163 -7.72830 -4.70107 0.00 -0.07 -0.10 0.410
H 2.00286 -8.26838 -2.33869 0.04 -0.08 0.01 0.412
H 2.07653 -6.46334 -0.65119 0.07 -0.13 0.16 0.461
H 0.42240 -1.51070 -5.60109 0.05 -0.08 -0.09 0.418
H -0.15672 0.74020 -6.34648 0.02 -0.01 -0.11 0.474
H -0.44014 2.55219 -4.64955 -0.03 0.19 -0.01 0.520
H -0.23898 1.95648 -2.23915 0.04 0.05 0.05 0.587
S -2.95899 -3.92874 4.11651 -0.24 0.33 -0.14 -0.096
C -2.05373 -3.01681 2.87994 0.07 -0.09 0.07 0.286
C -2.61279 -2.68880 1.64729 0.34 0.03 -0.01 -0.738
C -1.83634 -2.00941 0.72572 -0.41 0.04 -0.37 -0.540
N -0.57697 -1.64345 0.96768 0.99 0.88 -0.53 0.101
C -0.04652 -1.94568 2.15171 0.24 -0.17 0.38 -0.386
C -0.74039 -2.63178 3.12995 -0.21 -0.02 -0.19 -0.741
C -4.09505 -2.58149 4.51124 0.43 -0.37 0.10 0.215
C -3.73390 -1.71246 5.52879 -0.17 0.08 -0.05 -0.140
C -4.58338 -0.64674 5.79088 0.46 -0.22 0.14 -0.524
N -5.69356 -0.44196 5.11378 -0.63 0.75 0.14 -0.546
C -6.05486 -1.29693 4.17810 0.10 -0.36 -0.26 -0.548
C -5.28429 -2.40010 3.83039 -0.08 0.06 0.04 -0.029
H -3.62346 -2.97913 1.40239 -0.02 0.01 -0.06 0.403
H -2.22777 -1.74260 -0.24703 -0.01 0.00 0.00 0.446
H 0.97347 -1.63561 2.32403 0.13 0.01 -0.02 0.443
H -0.27953 -2.86112 4.07648 0.12 0.00 0.07 0.537
H -2.83345 -1.86691 6.10104 0.10 -0.01 0.05 0.455
H -4.36034 0.06382 6.57481 0.07 0.05 0.08 0.406
H -6.99730 -1.09849 3.68864 -0.10 -0.03 -0.11 0.411
H -5.61350 -3.09213 3.07190 -0.03 -0.09 -0.08 0.509
F 4.95207 1.13966 -1.94645 -0.06 -0.14 0.30 -0.174
C 4.33748 0.04716 -1.53711 0.22 0.19 -0.30 0.588
F 5.18712 -0.96125 -1.48503 -0.20 0.17 0.43 -0.207
F 3.37323 -0.25380 -2.40387 -0.28 -0.05 -0.03 -0.114
S 3.55049 0.35072 0.14484 1.07 0.40 -0.40 1.020
O 4.48028 0.92079 1.03662 0.31 0.20 0.07 -0.552
O 2.50479 1.43422 -0.37438 0.10 -0.37 -0.22 -0.091
O 2.85352 -0.84164 0.52606 -0.30 -0.41 0.23 -0.659
O -1.07996 1.17746 0.05848 1.20 -1.50 -1.46 -1.121
S -1.61768 2.19996 1.01583 -1.38 0.33 1.08 0.582
C -3.25806 2.74868 0.34412 0.40 0.07 0.00 -0.653
C -4.29548 2.64087 1.46312 -0.12 0.00 0.19 -0.807
C -3.59618 2.21056 2.75794 -0.13 0.02 0.01 -0.648
C -2.47241 1.27718 2.36327 0.34 0.38 -0.20 -0.239
H -3.49321 2.11148 -0.50528 0.18 -0.09 -0.07 0.335
H -3.13182 3.77223 -0.00477 0.10 -0.05 -0.05 0.446
H -5.05174 1.90692 1.18212 0.02 0.02 0.05 0.288
H -4.80125 3.59039 1.62423 -0.07 -0.02 -0.12 0.346
H -4.30364 1.73017 3.43432 0.10 -0.01 0.08 0.265
H -3.18174 3.08052 3.27225 -0.04 0.01 0.05 0.385
H -2.82694 0.33792 1.94018 0.02 -0.05 -0.13 -0.026
H -1.76405 1.08399 3.16508 0.09 -0.05 0.00 0.452
C 3.98750 4.15968 -2.72645 -0.05 0.28 0.07 -1.099
N 3.58115 3.86830 -1.37595 -0.28 -0.90 0.10 0.565
C 4.52846 4.28614 -0.37282 -0.07 0.29 0.03 -1.097
C 2.20290 4.20697 -1.09574 0.42 0.18 -0.17 -1.219
C 1.72102 3.64117 0.21327 0.18 -0.32 -0.21 0.184
C 1.06973 4.45716 1.13212 0.01 -0.09 0.09 -1.056
C 0.66975 3.99047 2.37096 0.18 0.03 0.04 -0.872
C 0.92205 2.67445 2.71990 0.22 0.10 0.01 -1.023
C 1.55413 1.83314 1.81972 0.12 -0.02 -0.07 0.343
C 1.93157 2.31258 0.57363 -0.37 0.80 0.75 0.401
H 4.98745 3.76631 -2.89042 0.07 0.00 -0.08 0.314
H 4.00043 5.23748 -2.93469 0.04 0.09 -0.12 0.359
H 3.30590 3.68205 -3.42801 -0.05 -0.04 -0.11 0.278
H 5.52094 3.94526 -0.65866 0.06 -0.01 0.05 0.322
H 4.27567 3.84585 0.59073 0.07 0.01 0.08 0.311
H 4.55524 5.37792 -0.25691 0.09 0.11 0.06 0.342
H 1.59521 3.80798 -1.91355 -0.05 0.06 -0.06 0.116
H 2.05678 5.30049 -1.06964 -0.17 -0.03 -0.04 0.517
H 0.88497 5.48492 0.85954 0.05 0.14 -0.01 0.508
H 0.17975 4.65983 3.06059 -0.05 0.04 0.10 0.492
H 0.64014 2.29396 3.68840 0.01 -0.02 0.16 0.595
H 1.78937 0.81852 2.10540 -0.06 -0.12 0.07 0.491